A:
{
  "formula": "ClH2N2P",
  "method": "ωB97M-V with the def2-TZVPD basis set",
  "species": ["N", "N", "P", "Cl", "H", "H"],
  "positions_angstrom": [[-0.100, -0.221, -0.983], [0.334, 0.787, -0.286], [-0.568, -1.639, -0.699], [-0.933, -1.111, 2.043], [0.728, 1.580, -0.768], [0.539, 0.604, 0.692]],
  "e_lumo_ev": -1.30,
  "orbital_gap_ha": 0.3027,
  "molar_mass_g_mol": 96.5,
  "total_charge": 0,
  "multiplicity": 1
}

B:
{
  "formula": "ClH2N2P",
  "method": "ωB97M-V with the def2-TZVPD basis set",
  "species": ["N", "N", "P", "Cl", "H", "H"],
  "positions_angstrom": [[-1.269, 1.465, -0.162], [-0.923, 0.484, 0.400], [0.946, -1.157, 0.147], [2.311, 0.248, -0.410], [-1.333, -0.130, 1.132], [0.269, -0.909, -1.107]],
  "e_lumo_ev": [-0.25, -0.66],
  "orbital_gap_ha": [0.2820, 0.2893],
  "molar_mass_g_mol": 96.5,
  "total_charge": 0,
  "multiplicity": 1
}

Stability, lowest: B

A:
{
  "formula": "H3O2PS",
  "method": "ωB97M-V with the def2-TZVPD basis set",
  "species": ["O", "O", "P", "S", "H", "H", "H"],
  "positions_angstrom": [[1.221, 1.002, -0.185], [0.605, -1.305, -0.285], [0.193, 0.013, 0.587], [-1.637, 0.258, -0.532], [2.016, 1.118, 0.257], [-0.128, -1.751, -0.617], [-2.270, 0.666, 0.774]],
  "e_lumo_ev": 0.62,
  "orbital_gap_ha": 0.3677,
  "smiles": "OP(O)S",
  "molar_mass_g_mol": 98.1,
  "total_charge": 0,
  "multiplicity": 1
}

B:
{
  "formula": "H3O2PS",
  "method": "ωB97M-V with the def2-TZVPD basis set",
  "species": ["O", "O", "P", "S", "H", "H", "H"],
  "positions_angstrom": [[-0.499, -1.381, -0.408], [-0.911, 1.149, 0.045], [-0.002, -0.375, 0.790], [1.928, 0.172, 0.204], [-1.404, -1.136, -0.250], [-0.992, 1.826, 0.694], [1.879, -0.256, -1.075]],
  "e_lumo_ev": 0.74,
  "orbital_gap_ha": 0.3834,
  "smiles": "OP(O)S",
  "molar_mass_g_mol": 98.1,
  "total_charge": 0,
  "multiplicity": 1
}

Stability, lowest: B